Record 1
Below is 2 unconnected molecules or ions with the total composition C14H24N2O8P4S2 at a distorted geometry, with properties calculated with the ωB97M-V functional and the def2-TZVPD basis.

Geometry (Å):
C1 -3.681104 -0.821945 1.216948
C2 -3.691117 0.551420 2.116481
C3 -2.406453 1.568908 1.782681
C4 -1.013638 0.953696 2.390471
C5 0.004280 0.220522 1.287204
P1 -0.416398 0.044212 -0.592694
N1 -0.619304 1.504266 -1.324914
C6 1.430507 -0.412954 1.789236
C7 1.739885 -0.266760 3.392527
C8 0.808197 0.457200 4.530641
P2 1.469113 0.517914 6.321310
S1 3.334834 1.190082 6.401395
C9 -0.641357 1.077753 4.015109
P3 -1.760321 1.893415 5.330365
O1 -3.345688 2.358108 4.759712
O2 -1.014834 3.387556 5.936399
S2 -2.088600 0.671620 6.859569
C10 3.187550 -1.032485 3.461096
O3 3.949440 -1.444810 4.477167
N2 3.746244 -1.382293 2.067342
C11 2.654016 -1.165196 0.998976
O4 2.826083 -1.523280 -0.275833
H1 -3.885662 -0.540577 0.078403
H2 -2.605183 -1.336421 1.223984
H3 -4.516735 -1.577137 1.611654
H4 -4.694369 1.164813 2.065696
H5 -3.564826 0.227740 3.254915
H6 -2.554386 2.636285 2.287761
H7 -2.397041 1.765621 0.623053
H8 -1.608050 -0.790356 -0.669532
H9 0.623437 -0.625030 -1.352651
H10 -1.629335 1.472594 -1.654886
H11 1.374419 -0.841647 6.863796
H12 0.689195 1.482059 7.063553
H13 -4.062440 2.097849 5.440149
H14 -1.155446 4.085052 5.204144
H15 3.807101 -2.432042 2.096501
C12 2.790941 -1.219133 -4.036428
O5 2.079768 -1.907368 -5.041692
P4 1.527208 -1.073153 -6.302648
O6 2.401708 0.043398 -6.777187
O7 0.039526 -0.637572 -5.867257
C13 -0.101925 0.324968 -4.846192
O8 1.250585 -2.228328 -7.389226
C14 0.880638 -1.824077 -8.690209
H16 3.523916 -1.901866 -3.599272
H17 3.321965 -0.350517 -4.434779
H18 2.101378 -0.898590 -3.252311
H19 0.738562 1.024251 -4.833540
H20 -0.173489 -0.182655 -3.880462
H21 -1.023956 0.886725 -5.015128
H22 1.730416 -1.970429 -9.361872
H23 0.571715 -0.775451 -8.720115
H24 0.049024 -2.445954 -9.029410

Cartesian forces, eV/Å:
C 0.014 0.494 -0.466
C 0.753 -0.207 1.233
C -0.335 0.047 0.592
C 2.314 -0.863 -0.019
C 2.013 -0.872 3.855
P -0.691 2.705 -0.937
N -1.528 -2.328 0.598
C -3.170 2.280 2.958
C -0.801 0.181 -2.334
C -1.576 -0.727 -4.708
P 1.891 0.772 -0.050
S -1.134 -0.434 -0.213
C 2.960 -1.662 -3.759
P -1.677 0.817 2.328
O 1.985 -0.633 1.064
O -1.918 -1.716 -3.602
S 0.616 0.887 -1.359
C 3.595 -1.874 4.035
O -5.393 2.699 -6.090
N -4.567 -0.406 0.026
C 1.313 -0.691 -3.148
O -1.575 2.324 8.087
H 0.221 -0.688 2.408
H -2.442 1.045 0.328
H 1.983 1.692 -0.974
H 2.023 -1.326 -0.196
H -0.358 0.687 -2.416
H 0.136 -2.426 -0.957
H 0.598 -0.550 2.330
H 1.155 0.231 0.304
H -0.412 -0.108 1.533
H 1.463 0.417 0.447
H -0.604 1.169 -0.584
H -0.162 -1.196 -0.718
H 2.072 0.306 -1.158
H 0.444 -1.261 1.574
H 0.783 1.192 -0.063
C 0.650 0.380 0.711
O -0.649 -0.022 -1.546
P 0.665 0.374 -0.644
O -1.200 -1.344 0.834
O 0.642 -0.668 -0.998
C -0.097 0.541 0.618
O 0.246 0.571 1.975
C -0.176 0.250 -0.911
H -0.189 0.023 -0.107
H -0.104 -0.078 -0.023
H 0.086 0.015 0.001
H -0.089 -0.018 0.023
H 0.016 0.125 -0.019
H 0.145 -0.137 -0.043
H -0.103 0.094 0.072
H 0.072 -0.110 -0.038
H 0.096 0.029 0.149

Output
SMILES = CCCc1c([PH2]=N)c2c(c([PH2]=S)c1P(O)(O)=S)C(=O)NC2=O.COP(=O)(OC)OC
Total energy = -3420.765563 Ha
Molecular weight = 536.38 g/mol

=====

Record 2
Below is a single C14H24N2OS molecule at a distorted geometry, with properties calculated with the ωB97M-V functional and the def2-TZVPD basis.

Geometry (Å):
C1 0.288589 0.204331 3.815860
C2 0.033982 -0.729599 2.691965
C3 1.357630 -1.008090 1.776354
O1 2.454048 -0.976193 2.412352
N1 1.263122 -1.138077 0.364212
C4 0.014998 -0.925868 -0.450171
C5 -0.375889 0.550739 -0.810167
C6 -0.471016 0.653759 -2.363564
N2 -1.617126 1.230349 -0.309613
C7 -2.933836 0.516826 -0.229327
C8 -3.314144 -0.400805 -1.391088
C9 -1.401079 2.364963 0.490879
C10 -1.082591 3.519029 -0.506384
C11 2.363040 -1.558371 -0.359535
C12 3.217041 -2.630874 -0.077434
C13 4.323452 -2.938844 -1.011840
C14 4.362895 -2.014245 -2.022197
S1 3.124206 -0.700333 -1.654628
H1 0.695568 -0.438277 4.610367
H2 -0.670490 0.637257 4.233869
H3 1.020619 0.991568 3.485739
H4 -0.802282 -0.242117 2.017020
H5 -0.187033 -1.778715 3.034217
H6 0.059592 -1.548116 -1.383158
H7 -0.817061 -1.321313 0.033831
H8 0.494817 1.072989 -0.321183
H9 -0.913604 -0.340930 -2.915943
H10 -1.284559 1.432519 -2.665429
H11 0.487060 0.890041 -2.806331
H12 -3.069626 -0.117144 0.639255
H13 -3.740522 1.242836 -0.383511
H14 -3.175106 0.169912 -2.332673
H15 -4.350203 -0.668456 -1.282090
H16 -2.605131 -1.242169 -1.387260
H17 -0.596766 2.321125 1.224585
H18 -2.341431 2.639596 0.941709
H19 -0.229213 3.296004 -1.167140
H20 -0.793474 4.441213 -0.004284
H21 -1.959990 3.749665 -1.118279
H22 3.089298 -3.245535 0.872304
H23 4.983170 -3.845122 -0.843526
H24 5.099044 -2.115527 -2.847768

Cartesian forces, eV/Å:
C 0.332 0.445 1.230
C -0.614 -0.726 -4.039
C 1.628 1.651 2.404
O -3.234 -0.621 -2.612
N -1.233 0.503 0.887
C 0.217 0.024 -0.526
C 0.016 0.342 -0.589
C -2.215 -0.674 -1.523
N -0.402 -3.760 0.029
C 0.402 0.552 -1.027
C 2.103 0.626 -0.726
C 0.019 2.111 -1.306
C 0.464 0.469 0.374
C 3.817 -2.334 0.013
C -0.399 -1.102 1.125
C -1.519 0.625 1.087
C -0.382 0.048 1.233
S 0.971 -0.759 -1.909
H 0.359 0.848 0.060
H 1.100 -0.314 -0.701
H -0.795 -0.625 0.730
H 1.382 -1.523 1.099
H -0.478 1.092 -0.368
H 0.568 0.675 0.875
H -1.272 -0.972 1.395
H -0.858 0.284 -1.075
H 1.357 2.112 1.598
H 1.867 -1.075 0.629
H 0.172 -0.019 -0.327
H -0.049 0.348 0.840
H 0.348 0.480 1.185
H -0.245 -0.551 0.367
H -0.247 -0.474 0.046
H -0.696 -0.185 -0.377
H -0.029 -0.377 0.339
H -0.185 -0.015 0.665
H -0.386 -0.232 0.177
H -0.079 0.165 0.257
H 0.128 -0.210 0.001
H -0.039 0.812 -1.477
H -0.903 1.397 -0.512
H -0.993 0.941 0.451

Output
SMILES = CCC(=O)N(C[C@@H](C)N(CC)CC)c1cccs1
Total energy = -1130.658828 Ha
Molecular weight = 268.43 g/mol
Relative energy (zero: lowest compared OMol25 entry of this formula, charge and spin) = 69.55 kcal per mole